1.
{
  "formula": "C35H31CdN12O5S3",
  "method": "ωB97M-V/def2-TZVPD",
  "lumo_ev": 0.953,
  "e_tot_ev": -101984.107,
  "homo_lumo_gap_ev": 5.29,
  "multiplicity": 1,
  "fmax_ev_per_a": 0.64,
  "total_charge": -1,
  "symbols": ["Cd", "C", "C", "N", "N", "C", "S", "S", "C", "C", "C", "C", "C", "C", "C", "C", "C", "C", "C", "C", "C", "O", "H", "H", "H", "H", "H", "H", "H", "H", "H", "H", "H", "H", "H", "H", "O", "N", "O", "C", "C", "C", "C", "C", "C", "N", "C", "C", "N", "C", "C", "C", "C", "H", "H", "H", "H", "H", "H", "H", "S", "C", "N", "C", "C", "C", "N", "H", "H", "H", "H", "N", "N", "N", "C", "N", "N", "H", "H", "H", "C", "O", "C", "O", "H", "H", "H"],
  "coordinates": [[-0.321, -1.433, 0.072], [-0.143, -3.407, -3.071], [1.122, -2.811, -2.509], [1.309, -1.556, -2.651], [2.555, -1.029, -2.358], [2.861, -0.639, -1.186], [2.051, -0.724, 0.353], [4.535, 0.029, -1.117], [4.235, 1.637, -0.299], [5.031, 1.826, 0.960], [6.290, 2.417, 0.911], [7.044, 2.587, 2.064], [6.541, 2.170, 3.287], [5.286, 1.580, 3.345], [4.537, 1.407, 2.192], [1.998, -3.740, -1.756], [3.216, -4.209, -2.214], [3.937, -5.139, -1.479], [3.410, -5.586, -0.270], [2.199, -5.121, 0.201], [1.441, -4.176, -0.525], [0.312, -3.706, -0.086], [-0.574, -2.774, -3.846], [0.090, -4.382, -3.505], [-0.870, -3.576, -2.279], [4.487, 2.423, -1.013], [3.167, 1.688, -0.096], [6.682, 2.748, -0.044], [8.022, 3.047, 2.005], [7.125, 2.300, 4.189], [4.888, 1.247, 4.295], [3.569, 0.926, 2.228], [3.608, -3.833, -3.152], [4.892, -5.502, -1.834], [3.968, -6.302, 0.324], [1.812, -5.449, 1.159], [-4.287, 6.419, -0.433], [-3.987, 5.940, -1.509], [-4.003, 6.564, -2.553], [-3.553, 4.525, -1.562], [-2.895, 4.175, -2.688], [-2.356, 2.864, -2.842], [-1.628, 2.495, -3.990], [-1.099, 1.239, -4.050], [-1.281, 0.383, -2.947], [-1.936, 0.706, -1.854], [-2.509, 1.929, -1.810], [-3.313, 2.288, -0.643], [-3.564, 1.301, 0.237], [-4.262, 1.575, 1.312], [-4.775, 2.850, 1.581], [-4.567, 3.858, 0.681], [-3.816, 3.599, -0.485], [-2.747, 4.907, -3.470], [-1.494, 3.212, -4.791], [-0.514, 0.897, -4.892], [-0.804, -0.588, -2.962], [-4.425, 0.752, 1.996], [-5.336, 3.028, 2.488], [-4.967, 4.839, 0.864], [-3.324, -1.809, 1.657], [-1.530, -2.079, 1.891], [-1.302, -3.513, 2.142], [-0.628, -3.952, 3.217], [-0.309, -3.153, 4.263], [-0.664, -1.772, 4.094], [-1.218, -1.266, 3.056], [-1.066, -4.006, 1.285], [-0.354, -5.001, 3.193], [0.203, -3.516, 5.137], [-0.433, -1.073, 4.899], [-1.281, 1.548, 3.286], [-0.697, 2.082, 2.151], [-0.399, 3.355, 2.045], [0.005, 3.408, 0.778], [-0.074, 2.229, 0.163], [-0.528, 1.385, 1.068], [-0.665, 1.787, 4.056], [-1.290, 0.512, 3.141], [0.357, 4.309, 0.311], [-4.984, -1.621, -1.840], [-4.753, -1.682, -0.428], [-3.481, -1.916, -0.081], [-2.622, -2.142, -0.906], [-6.030, -1.354, -1.951], [-4.786, -2.588, -2.303], [-4.342, -0.868, -2.297]]
}

---

2.
{
  "formula": "C5H13NO",
  "method": "ωB97M-V/def2-TZVPD",
  "lumo_ev": 1.053,
  "e_tot_ev": -8931.727,
  "homo_lumo_gap_ev": 9.58,
  "multiplicity": 1,
  "smiles": "CCNCCCO",
  "fmax_ev_per_a": 3.26,
  "total_charge": 0,
  "symbols": ["C", "C", "N", "C", "C", "C", "O", "H", "H", "H", "H", "H", "H", "H", "H", "H", "H", "H", "H", "H"],
  "coordinates": [[2.279, 2.131, -1.547], [2.090, 0.998, -0.426], [0.799, 0.244, -0.544], [0.331, -0.626, 0.510], [-0.792, -1.601, 0.114], [-2.169, -0.869, 0.266], [-2.542, -0.451, 1.573], [2.069, 1.728, -2.556], [3.289, 2.606, -1.437], [1.553, 2.859, -1.306], [2.844, 0.193, -0.399], [2.196, 1.590, 0.556], [0.011, 0.911, -0.787], [-0.011, -0.018, 1.360], [1.240, -1.345, 0.798], [-0.720, -2.533, 0.785], [-0.702, -2.021, -0.941], [-2.069, 0.264, -0.182], [-2.917, -1.416, -0.360], [-2.476, -1.121, 2.189]]
}

---

3.
{
  "formula": "C25H52N4O7P2S",
  "method": "ωB97M-V/def2-TZVPD",
  "lumo_ev": -0.436,
  "e_tot_ev": -76463.762,
  "homo_lumo_gap_ev": 7.36,
  "multiplicity": 1,
  "smiles": "CCP(CC)COC[C@@H](CCCCn1cccc1)OCP(O)(O)=S.CNC(C)=O.CNC(C)=O.CNC(C)=O",
  "fmax_ev_per_a": 7.10,
  "total_charge": 0,
  "symbols": ["C", "C", "P", "C", "C", "C", "O", "C", "C", "C", "C", "C", "C", "N", "C", "C", "C", "C", "O", "C", "P", "O", "O", "S", "H", "H", "H", "H", "H", "H", "H", "H", "H", "H", "H", "H", "H", "H", "H", "H", "H", "H", "H", "H", "H", "H", "H", "H", "H", "H", "H", "H", "H", "H", "H", "C", "N", "C", "C", "O", "H", "H", "H", "H", "H", "H", "H", "C", "N", "C", "C", "O", "H", "H", "H", "H", "H", "H", "H", "C", "N", "C", "C", "O", "H", "H", "H", "H", "H", "H", "H"],
  "coordinates": [[5.513, -1.429, -1.105], [4.838, -0.081, -1.750], [3.117, 0.376, -1.059], [1.889, 0.399, -2.557], [2.022, 1.823, -3.371], [2.506, -0.870, 0.271], [1.967, -0.071, 1.383], [0.828, -0.726, 2.045], [-0.590, -0.645, 1.195], [-1.360, -2.126, 1.090], [-0.786, -2.829, -0.276], [-1.748, -3.991, -0.917], [-2.065, -3.675, -2.528], [-3.253, -4.593, -2.873], [-4.533, -3.995, -3.423], [-5.476, -5.344, -3.576], [-4.571, -6.650, -3.055], [-3.100, -6.079, -2.611], [-1.575, 0.300, 1.785], [-2.187, 0.953, 0.586], [-3.803, 1.899, 0.963], [-4.484, 2.458, -0.573], [-4.900, 0.862, 1.833], [-3.352, 3.401, 2.120], [6.653, -1.499, -1.398], [4.930, -2.371, -1.494], [5.479, -1.323, 0.067], [4.769, -0.245, -2.917], [5.545, 0.858, -1.576], [2.173, -0.468, -3.326], [0.769, 0.191, -2.233], [2.118, 2.737, -2.633], [3.010, 1.776, -4.015], [1.134, 2.059, -4.097], [3.346, -1.622, 0.642], [1.697, -1.550, -0.269], [1.051, -1.831, 2.414], [0.628, -0.106, 3.045], [-0.314, -0.214, 0.140], [-2.516, -1.931, 1.088], [-1.093, -2.733, 2.080], [-0.600, -1.995, -1.106], [0.258, -3.331, -0.011], [-1.168, -5.011, -0.821], [-2.810, -4.033, -0.390], [-2.436, -2.548, -2.642], [-1.139, -3.888, -3.222], [-4.775, -2.861, -3.658], [-6.586, -5.368, -3.976], [-4.888, -7.782, -3.004], [-2.157, -6.658, -2.169], [-1.392, 1.752, 0.210], [-2.417, 0.190, -0.278], [-4.285, 1.708, -1.211], [-4.961, -0.001, 1.307], [1.931, -6.328, 3.386], [1.692, -5.887, 2.033], [2.403, -4.975, 1.309], [3.588, -4.326, 1.966], [2.065, -4.709, 0.157], [2.091, -7.409, 3.367], [1.039, -6.106, 3.977], [2.796, -5.841, 3.837], [0.908, -6.283, 1.526], [4.056, -3.623, 1.271], [3.267, -3.773, 2.853], [4.326, -5.085, 2.239], [-5.765, 6.007, 1.100], [-5.147, 6.990, 1.958], [-5.476, 8.306, 2.099], [-6.616, 8.838, 1.279], [-4.843, 9.015, 2.881], [-6.137, 5.195, 1.728], [-5.000, 5.619, 0.424], [-6.589, 6.421, 0.517], [-4.370, 6.702, 2.541], [-6.764, 9.900, 1.496], [-6.392, 8.731, 0.214], [-7.537, 8.304, 1.528], [5.566, 5.892, 0.986], [5.728, 5.092, -0.205], [5.564, 3.743, -0.340], [5.166, 2.959, 0.878], [5.741, 3.211, -1.434], [4.797, 6.642, 0.788], [6.515, 6.393, 1.188], [5.278, 5.296, 1.853], [5.995, 5.555, -1.066], [5.072, 1.900, 0.621], [5.931, 3.060, 1.653], [4.200, 3.310, 1.250]]
}

---

> Number 2 is which compound?

C5H13NO